Record 1
DFT (ωB97M-V/def2-TZVPD) results for a 3-piece molecular cluster, C25H42FIO3 overall at a distorted geometry.

Geometry (Å):
C: 5.7602 4.1559 1.2555
C: 4.2764 4.7437 1.4600
C: 3.5024 4.2214 2.7146
C: 2.0558 4.7211 2.9276
C: 1.4651 5.7053 1.8936
C: -0.0725 6.1740 2.1146
C: -0.9106 5.5068 0.9218
O: -2.3466 5.7876 0.8223
C: -2.7359 4.8375 -0.2038
O: -3.5427 4.9680 -1.1309
O: -1.9568 3.6631 0.0012
C: -0.5924 4.0031 0.4680
I: 0.5104 3.8401 -1.4439
C: -0.3542 2.8600 1.5737
C: 0.8673 1.8927 1.1419
F: 1.1388 0.8689 2.1455
C: 2.2185 6.2736 0.6618
C: 3.6870 5.7625 0.4496
H: 6.4952 5.0121 1.1094
H: 5.7284 3.4761 0.3203
H: 5.9948 3.4676 2.1317
H: 3.9318 3.4774 3.4594
H: 1.3917 4.4065 3.8060
H: -0.1097 7.3257 2.0598
H: -0.4551 5.9020 3.1657
H: -0.5210 6.1088 0.0105
H: -0.2328 3.2513 2.6380
H: -1.2894 2.1816 1.5949
H: 1.8428 2.4608 0.9591
H: 0.5123 1.3054 0.2134
H: 1.7346 7.0227 -0.0546
H: 4.2573 6.1463 -0.4720
C: 1.5721 -5.0081 -1.7135
C: 1.9403 -4.0340 -2.8244
C: 2.6558 -2.7802 -2.3192
C: 1.8429 -1.9011 -1.3652
C: 0.5097 -1.3960 -1.9176
C: 0.6625 -0.5002 -3.1394
H: 0.8654 -4.5661 -1.0069
H: 1.1030 -5.9008 -2.1354
H: 2.4615 -5.3236 -1.1605
H: 1.0418 -3.7615 -3.3872
H: 2.6006 -4.5475 -3.5314
H: 2.9725 -2.1851 -3.1826
H: 3.5792 -3.0802 -1.8098
H: 2.4585 -1.0397 -1.0807
H: 1.6527 -2.4513 -0.4371
H: 0.0038 -0.8260 -1.1308
H: -0.1485 -2.2369 -2.1583
H: 1.2864 0.3687 -2.9097
H: -0.3158 -0.1365 -3.4640
H: 1.1113 -1.0355 -3.9796
C: -1.5987 -3.0936 0.6150
C: -2.9876 -3.2959 1.2047
C: -3.3527 -4.7675 1.4049
C: -3.4109 -5.6089 0.1268
C: -4.3813 -5.1069 -0.9433
C: -5.8339 -5.1020 -0.4866
H: -1.5183 -3.5253 -0.3857
H: -1.3763 -2.0267 0.5336
H: -0.8346 -3.5504 1.2508
H: -3.7310 -2.7994 0.5730
H: -3.0280 -2.7943 2.1774
H: -4.3170 -4.8224 1.9214
H: -2.6241 -5.2238 2.0854
H: -3.6848 -6.6342 0.4012
H: -2.4087 -5.6747 -0.3109
H: -4.2955 -5.7577 -1.8200
H: -4.0978 -4.1036 -1.2775
H: -6.1508 -6.1041 -0.1838
H: -6.4841 -4.7751 -1.3021
H: -5.9908 -4.4216 0.3538

* LUMO energy: -0.4 eV
* orbital gap: 8.56 eV
* M: 536.5 g/mol
* SMILES string: Cc1ccc(C[C@@H]2OC(=O)O[C@]2(I)CCF)cc1.CCCCCC.CCCCCC
* total energy: -1600.8582 a.u.

Record 2
DFT (ωB97M-V/def2-TZVPD) results for a 3-piece molecular cluster, C25H42FNO9S overall at a distorted geometry.

Geometry (Å):
C: 4.1198 0.6815 1.7940
C: 3.6591 1.3882 0.9018
C: 2.7405 1.8344 -0.2990
C: 2.6702 0.7840 -1.4938
C: 4.0680 0.0076 -1.6384
O: 5.0727 1.0593 -1.8460
O: 5.3850 1.0599 -3.1883
C: 1.3996 -0.2253 -1.4216
C: 1.4619 -0.9896 -2.8312
C: 0.0004 -1.7980 -3.0669
C: -0.4208 -1.9654 -4.6561
O: -1.1069 -0.9767 -3.6278
C: 1.4926 -1.1890 -0.1647
F: 2.5014 -2.2218 -0.3114
C: 0.1724 -1.9479 0.2501
C: 0.3286 -2.3131 1.8241
C: 0.0815 0.7049 -1.2837
C: -0.0465 1.8079 -2.4106
C: -1.4164 2.6207 -2.3987
N: -2.4819 2.0375 -1.5352
C: -3.3247 1.0770 -2.3019
C: -4.8475 1.0095 -1.8421
C: -3.2601 3.1949 -1.0465
C: -3.3331 3.5254 0.5044
O: -3.8269 3.9390 -1.8411
O: -0.0032 1.2528 0.0868
S: 1.1191 2.4203 0.3567
O: 0.7383 3.7702 -0.1041
O: 1.2754 2.5067 1.8297
H: 4.6210 -0.0301 2.5103
H: 3.2591 2.7619 -0.7185
H: 2.6131 1.3999 -2.4552
H: 4.1240 -0.6417 -2.5576
H: 4.3281 -0.6246 -0.7442
H: 4.9653 1.8519 -3.5964
H: 2.2426 -1.8010 -2.7693
H: 1.5579 -0.3015 -3.7170
H: -0.2548 -2.6899 -2.3487
H: -0.2027 -1.0966 -5.3351
H: -1.1232 -2.8083 -4.9378
H: 1.7789 -0.5284 0.7216
H: -0.7866 -1.3688 0.1771
H: 0.1319 -2.9688 -0.2595
H: 1.0111 -1.6039 2.3748
H: 0.7454 -3.3631 1.9021
H: -0.6885 -2.3418 2.3322
H: -0.8703 0.0821 -1.3633
H: -0.0074 1.2634 -3.4147
H: 0.7959 2.5618 -2.4448
H: -1.7590 2.7410 -3.4847
H: -1.2458 3.6860 -2.0317
H: -3.3217 1.2530 -3.4255
H: -2.8860 0.0406 -2.1041
H: -5.4753 1.6846 -2.5005
H: -5.0178 1.1598 -0.7369
H: -5.2040 -0.0524 -2.0720
H: -4.3629 3.9485 0.6967
H: -3.2306 2.5729 1.1159
H: -2.5207 4.2424 0.8419
C: -3.8290 -3.7393 -0.4146
C: -3.4272 -3.2545 0.9545
O: -2.8245 -2.2112 1.1019
C: -3.8029 -4.1152 2.1323
H: -3.4939 -3.0211 -1.1654
H: -3.3611 -4.7045 -0.6195
H: -4.9157 -3.8268 -0.4741
H: -3.3338 -5.0970 2.0401
H: -4.8884 -4.2194 2.1857
H: -3.4509 -3.6440 3.0513
C: 3.0854 -0.1180 7.4252
C: 3.3260 0.2049 5.9732
O: 3.9907 -0.5260 5.2663
C: 2.7097 1.4693 5.4329
H: 3.5870 -1.0542 7.6755
H: 3.4915 0.6761 8.0548
H: 2.0152 -0.2342 7.6078
H: 3.0993 2.3336 5.9747
H: 1.6230 1.4234 5.5274
H: 2.9642 1.5746 4.3767

* LUMO energy: 0.3 eV
* orbital gap: 9.29 eV
* M: 551.7 g/mol
* SMILES string: C#C[C@H]1[C@@H](COO)[C@@](C[C@@H]2CO2)([C@H](F)CC)[C@H](CCN(CC)C(C)=O)OS1(=O)=O.CC(C)=O.CC(C)=O
* total energy: -2207.3430 a.u.

Record 3
DFT (ωB97M-V/def2-TZVPD) results for C25H43BrN2P2Pt as an isolated structure at a distorted geometry.

Geometry (Å):
N: -5.1221 -1.6681 4.6741
C: -4.2614 -0.7681 5.1455
C: -3.9282 0.3922 4.4412
C: -4.5405 0.6275 3.1797
C: -5.4915 -0.3217 2.7244
C: -5.7408 -1.4576 3.5147
C: -4.1502 1.7401 2.3503
Pt: 0.5452 0.7074 -1.0147
P: 3.1417 0.4691 -1.2811
C: -4.5581 1.9433 1.0505
C: -3.5753 2.3615 0.0886
C: -3.5273 1.7898 -1.2111
C: -2.2645 1.4562 -1.6954
C: -1.1759 1.7604 -0.8695
C: -1.2267 2.8836 -0.0175
C: -2.4749 3.1639 0.5261
Br: 1.3449 2.1188 -2.9538
H: -3.4109 2.4231 2.7746
H: -5.5762 1.6942 0.7036
H: -3.1801 1.0702 4.8426
H: -5.9958 -0.2061 1.7615
H: -3.8052 -0.9672 6.1154
H: -6.4605 -2.2144 3.1838
H: -4.4348 1.5215 -1.7472
H: -2.5844 3.8968 1.3302
H: -2.0918 0.9437 -2.6398
H: -0.3139 3.4394 0.2152
P: -0.2376 -1.4166 -0.3983
C: 3.6546 2.0967 -0.5024
C: 4.5469 3.0211 -1.3226
H: 4.1436 1.8420 0.4532
H: 2.7238 2.6260 -0.2423
H: 4.7641 3.9332 -0.7443
H: 5.5155 2.5604 -1.5643
H: 4.0435 3.3428 -2.2442
C: 3.5318 -0.0503 -3.0654
C: 4.5919 0.7462 -3.7917
H: 2.5826 0.0492 -3.6047
H: 3.7703 -1.1213 -3.0288
H: 4.3137 0.8415 -4.8449
H: 4.7049 1.7610 -3.4033
H: 5.5668 0.2478 -3.7666
C: 4.2311 -0.6986 -0.4021
C: 5.7193 -0.4307 -0.6030
H: 3.9706 -1.6965 -0.7666
H: 3.9616 -0.6460 0.6587
H: 6.2994 -1.3182 -0.3273
H: 5.9666 -0.2021 -1.6454
H: 6.0708 0.3903 0.0233
C: 0.6087 -2.5442 0.7913
C: 2.0091 -3.0438 0.4579
H: -0.0500 -3.4210 0.8896
H: 0.6037 -2.0477 1.7717
H: 2.1608 -4.0438 0.8883
H: 2.1908 -3.1255 -0.6189
H: 2.7780 -2.3986 0.8920
C: -0.2654 -2.4463 -1.9131
C: -1.1975 -1.9102 -2.9968
H: -0.5492 -3.4683 -1.6160
H: 0.7722 -2.4957 -2.2747
H: -1.0519 -2.4917 -3.9164
H: -2.2542 -1.9917 -2.7146
H: -0.9766 -0.8603 -3.2198
C: -1.9809 -1.3939 0.2317
C: -2.2673 -2.0395 1.5911
H: -2.5908 -1.8699 -0.5505
H: -2.2957 -0.3399 0.2521
H: -3.3496 -2.1738 1.7067
H: -1.8002 -3.0251 1.7026
H: -1.9350 -1.4031 2.4240
N: 0.4785 0.9256 1.2683
H: 0.6433 1.9035 1.5217
H: 1.1899 0.3530 1.7351
H: -0.4472 0.6747 1.6379

* multiplicity: 5
* <S²>: 6.11
* LUMO energy (spin up / spin down): -12.9 / -15.2 eV
* orbital gap (spin up / spin down): 6.84 / 5.14 eV
* total charge: +4
* M: 708.6 g/mol
* ΔE to the lowest compared entry with this formula, charge and spin: 0.000 eV
* total energy: -4462.2409 a.u.